(1)
{
  "formula": "C6H6O2S2",
  "method": "ωB97M-V/def2-TZVPD",
  "symbols": ["O", "S", "O", "C", "C", "C", "C", "C", "C", "S", "H", "H", "H", "H", "H", "H"],
  "xyz": [[2.463, -2.238, 0.873], [2.436, -0.915, 0.275], [3.460, -0.694, -0.700], [0.833, -0.382, -0.188], [-0.365, -1.086, 0.162], [-1.522, -0.223, 0.543], [-1.600, 0.917, -0.385], [-0.552, 1.550, -0.856], [0.782, 1.121, -0.361], [1.905, 2.229, 0.008], [-0.672, -1.828, -0.622], [-0.171, -1.623, 1.011], [-1.321, 0.128, 1.665], [-2.429, -0.676, 0.382], [-2.616, 1.207, -0.499], [-0.630, 2.512, -1.310]],
  "homo_ev": [-8.8, -9.0],
  "charge": 0,
  "gap_ev": [6.50, 6.98],
  "de_lowest_kcal_mol": 69.0,
  "lumo_ha": [-0.0858, -0.0741],
  "total_energy_ev": -32080.412,
  "smiles": "O=S(=O)=C1CCC=CC1=S"
}

=====

(2)
{
  "formula": "C25H28Br2F3N5O6S",
  "method": "ωB97M-V/def2-TZVPD",
  "symbols": ["O", "C", "O", "C", "C", "C", "C", "C", "C", "C", "F", "Br", "C", "F", "F", "Br", "C", "S", "C", "C", "C", "C", "O", "N", "C", "C", "C", "C", "C", "C", "C", "C", "C", "O", "H", "H", "H", "H", "H", "H", "H", "H", "H", "H", "H", "H", "H", "H", "H", "H", "H", "H", "H", "H", "N", "C", "N", "O", "H", "H", "H", "H", "N", "C", "N", "O", "H", "H", "H", "H"],
  "xyz": [[-4.944, -0.227, 1.669], [-4.427, 0.174, 0.664], [-5.170, 0.585, -0.420], [-2.944, 0.239, 0.434], [-2.545, -0.861, -0.571], [-1.048, -1.044, -0.694], [-0.373, -2.232, -0.332], [-1.159, -3.392, 0.261], [-1.867, -3.101, 1.596], [-1.053, -2.977, 2.881], [-0.566, -1.697, 2.963], [0.385, -4.240, 2.994], [-2.028, -3.115, 4.109], [-2.672, -1.953, 4.265], [-2.926, -4.087, 3.892], [-1.179, -3.508, 5.837], [1.013, -2.336, -0.554], [1.869, -3.842, -0.200], [1.754, -1.282, -1.100], [1.084, -0.135, -1.406], [-0.287, -0.009, -1.206], [-0.643, 1.366, -1.657], [-1.675, 1.811, -2.104], [0.565, 2.093, -1.563], [0.612, 3.462, -2.040], [-0.024, 4.428, -1.036], [0.578, 4.336, 0.343], [0.226, 3.313, 1.224], [0.769, 3.236, 2.495], [1.683, 4.191, 2.917], [2.040, 5.220, 2.058], [1.494, 5.283, 0.784], [1.569, 1.161, -1.966], [2.498, 1.411, -2.682], [-5.717, 1.335, -0.158], [-2.420, 0.103, 1.378], [-2.717, 1.199, -0.026], [-3.016, -1.808, -0.329], [-2.917, -0.585, -1.560], [-0.551, -4.291, 0.314], [-1.956, -3.624, -0.451], [-2.635, -3.860, 1.729], [-2.398, -2.154, 1.528], [3.096, -3.364, 0.038], [2.811, -1.376, -1.290], [1.659, 3.735, -2.168], [0.136, 3.575, -3.017], [-1.110, 4.333, -1.010], [0.182, 5.435, -1.410], [-0.504, 2.572, 0.917], [0.487, 2.440, 3.172], [2.087, 4.140, 3.920], [2.745, 5.968, 2.396], [1.784, 6.103, 0.137], [-2.188, -0.536, -4.242], [-1.385, -1.640, -4.340], [-1.939, -2.701, -5.008], [-0.265, -1.693, -3.864], [-3.111, -0.493, -4.629], [-1.835, 0.267, -3.750], [-1.379, -3.527, -5.097], [-2.858, -2.686, -5.407], [5.874, -0.200, 0.629], [5.262, -1.341, 1.049], [5.786, -1.925, 2.164], [4.295, -1.809, 0.461], [6.663, 0.207, 1.093], [5.503, 0.250, -0.188], [5.345, -2.762, 2.496], [6.573, -1.557, 2.662]],
  "homo_ev": -8.1,
  "charge": 0,
  "gap_ev": 8.32,
  "lumo_ha": 0.0084,
  "total_energy_ev": -205191.098,
  "smiles": "O=C(O)CCc1c(CC[C@](F)(Br)C(F)(F)Br)c(S)cc2c1C(=O)N(CCc1ccccc1)C2=O.NC(N)=O.NC(N)=O"
}

=====

(3)
{
  "formula": "C10H13NO",
  "method": "ωB97M-V/def2-TZVPD",
  "symbols": ["C", "C", "N", "C", "C", "C", "C", "C", "C", "C", "O", "C", "H", "H", "H", "H", "H", "H", "H", "H", "H", "H", "H", "H", "H"],
  "xyz": [[-2.147, 0.844, 1.494], [-1.989, -0.453, 1.279], [-0.860, -1.206, 1.491], [0.393, -0.725, 1.299], [1.404, -0.992, 2.159], [2.695, -0.450, 2.020], [2.973, 0.515, 1.112], [1.976, 0.736, 0.219], [0.750, 0.123, 0.278], [-0.230, 0.196, -0.908], [0.545, 0.355, -2.241], [-0.053, -0.234, -3.280], [-3.062, 1.371, 1.198], [-1.318, 1.599, 1.614], [-2.940, -0.957, 1.228], [-0.991, -2.193, 1.728], [1.131, -1.692, 2.926], [3.461, -0.643, 2.684], [3.789, 1.103, 0.966], [2.047, 1.433, -0.638], [-0.756, -0.681, -0.977], [-0.976, 1.091, -0.999], [-0.005, -1.340, -3.271], [0.654, 0.120, -4.133], [-1.207, -0.084, -3.216]],
  "homo_ev": -8.1,
  "charge": 0,
  "gap_ev": 8.90,
  "de_lowest_kcal_mol": 74.1,
  "lumo_ha": 0.0297,
  "total_energy_ev": -14115.222,
  "smiles": "C=CNc1ccccc1COC"
}

=====

(4)
{
  "formula": "C2H2Cl3NO2",
  "method": "ωB97M-V/def2-TZVPD",
  "symbols": ["N", "C", "O", "O", "C", "Cl", "Cl", "Cl", "H", "H"],
  "xyz": [[1.954, 0.176, -0.053], [0.694, 0.552, -0.016], [0.283, 1.635, -0.233], [-0.130, -0.535, 0.363], [-1.545, -0.493, 0.087], [-2.014, -2.273, 0.116], [-1.827, 0.233, -1.514], [-2.436, 0.403, 1.279], [2.616, 0.998, -0.202], [2.405, -0.696, 0.172]],
  "homo_ev": -10.8,
  "charge": 0,
  "gap_ev": 11.27,
  "de_lowest_kcal_mol": 0.0,
  "lumo_ha": 0.0182,
  "total_energy_ev": -45258.801,
  "smiles": "NC(=O)OC(Cl)(Cl)Cl"
}

=====

(5)
{
  "formula": "C4H7NO",
  "method": "ωB97M-V/def2-TZVPD",
  "symbols": ["O", "C", "C", "C", "N", "C", "H", "H", "H", "H", "H", "H", "H"],
  "xyz": [[-1.376, 1.270, 1.052], [-0.689, 0.797, -0.068], [0.878, 0.851, -0.131], [0.851, -0.632, -0.479], [0.265, -1.283, 0.702], [-0.621, -0.705, -0.328], [-1.273, 0.609, 1.749], [-1.110, 1.309, -0.938], [1.376, 1.065, 0.818], [1.253, 1.514, -0.915], [1.482, -1.175, -1.175], [0.288, -2.291, 0.550], [-1.354, -1.328, -0.830]],
  "homo_ev": -9.4,
  "charge": 0,
  "gap_ev": 10.41,
  "de_lowest_kcal_mol": 61.2,
  "lumo_ha": 0.0383,
  "total_energy_ev": -7796.989,
  "smiles": "O[C@H]1C[C@H]2N[C@@H]12"
}

=====

(6)
{
  "formula": "C3H11O",
  "method": "ωB97M-V/def2-TZVPD",
  "symbols": ["O", "H", "H", "H", "C", "C", "C", "H", "H", "H", "H", "H", "H", "H", "H"],
  "xyz": [[-0.077, -3.493, -0.622], [0.353, -4.185, -0.074], [-1.043, -3.439, -0.439], [0.226, -2.579, -0.773], [0.744, 2.196, -0.543], [-0.348, 1.857, 0.493], [-0.341, 0.338, 0.785], [1.019, 3.253, -0.498], [1.700, 1.643, -0.538], [0.261, 1.870, -1.500], [-0.008, 2.535, 1.306], [-1.372, 2.087, 0.185], [0.659, -0.019, 0.546], [-1.117, -0.256, 0.316], [-0.486, 0.332, 1.889]],
  "homo_ev": [-21.0, -21.6],
  "s_squared": 0.752,
  "charge": 2,
  "gap_ev": [12.45, 7.91],
  "de_lowest_kcal_mol": 4.8,
  "lumo_ha": [-0.3132, -0.5021],
  "total_energy_ev": -5313.773,
  "multiplicity": 2
}